[1]
99
Properties=species:S:1:pos:R:3:forces:R:3 method="wB97M-V/def2-TZVPD" multiplicity=5 homo_ev="-12.0 / -12.0" homo_lumo_gap_ev="6.34 / 4.50" charge=+2
Ru -3.4139 1.0631 -3.5366 0.721 -0.064 6.932
C -2.3121 2.1993 0.0997 -2.010 -1.453 -0.903
C -3.2892 1.1861 -0.1215 1.653 1.141 -0.312
C -1.8144 0.4165 1.4718 0.782 1.932 -0.463
C -1.4113 1.7257 1.0987 -0.184 -2.611 1.272
C -2.9526 0.0656 0.7007 0.192 0.720 0.074
C -2.2521 3.5307 -0.5169 -0.026 0.697 -0.177
H -3.1808 3.7713 -1.0429 0.138 0.099 0.063
H -1.4250 3.6164 -1.2382 -0.152 0.053 0.189
H -2.0891 4.2996 0.2553 -0.074 -0.121 -0.326
C -0.3074 2.4812 1.7199 0.437 0.364 0.254
H -0.3220 3.5320 1.4059 0.119 -0.196 0.146
H 0.6772 2.0557 1.4663 -0.213 0.093 0.042
H -0.3920 2.4523 2.8193 0.046 0.050 -0.297
C -1.2014 -0.3894 2.5469 0.298 -0.367 0.460
H -1.7061 -1.3577 2.6503 0.173 0.169 0.058
H -1.2559 0.1260 3.5201 -0.009 -0.172 -0.226
H -0.1367 -0.5780 2.3490 -0.146 -0.031 0.064
C -3.6857 -1.2077 0.7709 -0.310 -0.408 -0.117
H -4.1843 -1.3340 1.7434 0.129 0.024 -0.166
H -3.0100 -2.0646 0.6385 -0.141 0.165 0.056
H -4.4566 -1.2539 -0.0040 0.063 -0.123 0.141
C -4.4446 1.2570 -1.0311 -0.527 0.161 0.111
H -5.3741 1.0859 -0.4636 0.047 -0.079 -0.630
H -4.4139 0.4906 -1.8572 -0.497 -0.364 0.462
H -4.5234 2.2470 -1.5024 -0.121 -0.025 0.056
C -2.0966 1.8985 -4.7246 0.429 0.716 -2.186
C -3.3266 2.6586 -4.6283 1.056 0.842 -2.094
C -4.3800 2.5793 -5.6985 -1.001 0.287 -0.401
C -4.9589 1.1500 -5.9084 -0.802 0.022 -0.253
C -4.5653 0.1775 -4.8075 -0.355 -1.319 -1.995
C -3.2575 -0.4591 -4.7551 -0.352 -0.395 -2.308
C -2.2834 -0.3110 -5.9233 0.202 -0.556 0.244
C -1.7533 1.1175 -6.0016 0.513 0.342 0.130
H -4.0513 3.0113 -6.6604 0.022 -0.116 0.411
H -4.7453 0.7594 -6.9218 0.025 0.077 0.504
H -5.2193 3.2035 -5.3488 0.340 -0.059 -0.282
H -2.1243 1.6515 -6.8867 0.056 -0.122 0.211
H -1.2121 2.3295 -4.2412 -0.363 -0.155 0.366
H -3.2563 3.6364 -4.1501 -0.156 -0.229 0.554
H -0.6562 1.0911 -6.0751 -0.338 0.065 -0.202
H -1.4484 -1.0077 -5.7404 -0.295 0.214 -0.179
H -3.1987 -1.4343 -4.2623 -0.088 0.285 0.385
H -2.7617 -0.6205 -6.8646 0.105 0.021 0.265
H -6.0602 1.2201 -5.8166 0.550 0.050 -0.424
H -5.3895 -0.4510 -4.4580 0.094 0.354 0.451
P 2.1429 1.0497 -1.5049 -0.127 -1.214 -2.324
C 3.5496 1.6542 -2.5180 0.391 0.180 0.945
C 0.8073 2.1870 -2.1205 -0.320 0.151 0.837
P 0.3843 -1.5844 -1.6484 -1.239 0.949 0.067
C 1.7066 -0.5175 -2.4301 0.336 -0.532 0.659
C 0.2933 -3.0348 -2.7711 0.084 0.074 0.059
C 1.0081 -2.2060 -0.0397 0.243 -0.160 0.117
H 4.4646 1.3662 -1.9923 -0.022 0.094 -0.306
H 3.5016 2.7456 -2.6014 0.055 -0.233 0.004
H 3.5307 1.1864 -3.5069 -0.140 0.049 0.182
H 1.0747 2.5602 -3.1182 0.103 -0.193 0.229
H 0.7363 3.0362 -1.4298 0.014 -0.042 -0.248
H -0.1805 1.7018 -2.1508 0.408 -0.073 0.154
H 1.8339 -2.9216 -0.1329 -0.120 0.097 0.072
H 0.1612 -2.6736 0.4865 0.223 -0.044 -0.344
H 1.3158 -1.3725 0.6079 -0.092 -0.164 -0.441
H 2.6216 -1.1285 -2.5720 -0.284 0.664 -0.042
H 1.2823 -0.1646 -3.3956 0.327 -0.240 0.451
H 1.2159 -3.6229 -2.8299 -0.172 0.050 -0.053
H 0.0013 -2.6782 -3.7702 0.208 -0.107 0.244
H -0.5354 -3.6619 -2.4139 0.314 0.055 -0.041
C 1.1235 -3.3341 7.1176 -0.088 -0.221 0.137
C 1.2194 -2.0165 6.3976 -0.160 0.018 0.076
C 0.4850 -0.9271 6.8756 0.262 -0.012 -0.264
C 0.5484 0.3145 6.2406 0.018 0.148 -0.059
C 1.3802 0.4810 5.1466 -0.119 0.193 -0.183
C 2.1363 -0.6036 4.6615 -0.373 -0.193 0.501
N 2.8872 -0.3830 3.5117 0.832 0.090 0.397
C 4.1888 -0.7191 3.2125 -0.713 0.060 0.394
C 5.1343 -1.0839 4.1894 0.654 -0.468 0.074
C 6.4208 -1.4695 3.7936 -0.663 0.255 -0.004
C 6.7690 -1.4837 2.4321 -0.473 0.126 0.024
C 5.8287 -1.0971 1.4617 -0.308 0.218 0.541
C 4.5616 -0.6650 1.8489 0.362 -0.341 -0.280
C 3.5716 -0.2249 0.8098 -0.510 0.038 -1.394
O 3.8483 -0.5252 -0.3870 -0.788 1.020 1.226
O 2.5071 0.4092 1.1797 1.188 -0.320 -0.917
C 2.0083 -1.8845 5.2514 0.403 0.395 -0.070
C 2.6772 -3.0711 4.6335 0.164 -0.470 -0.051
H 0.6473 -4.1074 6.5008 0.098 0.155 0.098
H 2.1090 -3.7133 7.4180 -0.193 0.109 -0.111
H 0.5203 -3.2212 8.0220 0.108 -0.053 -0.125
H -0.1427 -1.0760 7.7507 0.071 0.138 -0.148
H -0.0516 1.1502 6.6050 0.260 -0.237 -0.079
H 1.4858 1.4518 4.6515 -0.104 -0.325 0.213
H 2.4513 0.1555 2.7298 0.042 0.051 -0.054
H 4.8514 -1.0574 5.2436 0.110 -0.012 -0.318
H 7.1479 -1.7626 4.5462 -0.122 0.112 -0.134
H 7.7645 -1.7797 2.1156 -0.146 -0.015 0.129
H 6.0611 -1.1227 0.4041 0.033 0.058 0.121
H 2.7186 -2.9947 3.5393 0.023 0.011 0.246
H 3.7072 -3.1850 4.9980 -0.232 -0.088 -0.085
H 2.1401 -3.9926 4.8818 0.145 0.220 -0.077


[2]
99
Properties=species:S:1:pos:R:3:forces:R:3 method="wB97M-V/def2-TZVPD" multiplicity=1 homo_ev=-9.3 homo_lumo_gap_ev=5.56 charge=+1 relative_energy_ev=1.8132
Y 1.0804 -0.8230 0.7396 -0.915 0.500 -0.064
C 1.7551 1.0171 -0.7878 -0.543 -0.036 0.149
C 0.9573 2.0139 -1.4072 0.219 -0.141 0.900
C 1.4690 2.7631 0.7073 0.010 -0.887 -0.799
C 2.0605 1.4842 0.5358 -0.499 0.183 0.125
C 0.8244 3.0871 -0.5023 0.306 -0.343 -0.019
C 2.2313 -0.2744 -1.3825 0.633 -0.096 -0.475
H 1.4445 -0.8004 -1.9605 0.211 -0.006 0.218
H 2.6655 -1.0059 -0.6174 0.197 0.630 -1.249
H 3.0844 -0.1402 -2.0682 -0.298 -0.155 0.335
C 2.9369 0.7840 1.5097 0.858 -0.065 0.151
H 3.2799 -0.2206 1.1372 0.115 0.808 0.530
H 2.4760 0.6844 2.5232 0.298 -0.118 -0.273
H 3.8928 1.3295 1.6345 -0.312 -0.390 0.161
C 1.6483 3.6120 1.9062 0.057 0.303 0.511
H 2.7150 3.7646 2.1254 -0.180 0.016 -0.022
H 1.2034 3.1539 2.7992 0.051 0.138 -0.051
H 1.1952 4.6009 1.7786 0.089 -0.229 0.058
C 0.2219 4.4043 -0.8394 -0.312 0.537 -0.198
H 0.9253 5.0327 -1.4160 -0.229 -0.233 0.182
H -0.0529 4.9788 0.0561 0.007 -0.189 -0.258
H -0.6805 4.2930 -1.4600 0.194 0.049 0.194
C 0.4364 1.9532 -2.7858 -0.186 0.125 -0.594
H 1.0437 2.5652 -3.4704 -0.181 -0.157 0.065
H -0.5987 2.3175 -2.8480 0.240 -0.070 -0.036
H 0.4547 0.9228 -3.1536 -0.028 0.121 -0.149
C -2.6529 -1.5792 -0.1196 0.879 -0.035 0.353
C -2.3856 -1.5294 -1.4391 1.512 0.028 0.083
C -2.5580 -0.3907 -2.3915 -1.056 0.295 -0.416
C -3.5488 0.6489 -1.8462 0.016 -0.614 -0.418
C -2.9038 1.6667 -0.9716 -0.377 0.998 0.295
C -2.9407 1.7434 0.3664 1.322 0.361 -0.410
C -3.0346 0.6138 1.3424 -1.104 -0.464 0.000
C -3.5135 -0.7430 0.7704 -0.371 0.536 1.036
H -2.9058 -0.7303 -3.3839 0.193 -0.156 0.384
H -4.3861 0.1194 -1.3428 0.810 0.425 -0.347
H -1.5863 0.1071 -2.5730 -0.261 -0.399 0.114
H -4.5325 -0.5495 0.2931 1.735 -0.397 0.566
H -2.1465 -2.3917 0.4354 -0.562 -0.158 -0.490
H -1.7617 -2.3357 -1.8521 -0.204 0.114 0.312
H -3.7591 -1.3766 1.6410 0.152 0.156 -0.166
H -2.1001 0.4719 1.9166 0.114 0.337 -0.217
H -2.8063 2.7373 0.8246 0.523 -0.517 -0.224
H -3.7715 0.9149 2.1140 0.255 -0.237 -0.145
H -4.0429 1.1541 -2.6917 0.361 0.126 0.191
H -2.5501 2.5460 -1.5351 -0.415 -0.101 0.502
P -6.2014 -0.7677 -0.5236 -0.079 -0.020 -0.620
C -6.8361 -2.2970 0.1964 -0.670 -0.343 -0.136
C -6.7697 -0.7186 -2.2497 -0.965 -0.240 -0.108
P -6.1705 2.2344 0.0620 -1.146 -0.030 0.213
C -7.0013 0.5878 0.3845 -0.617 -0.035 -0.236
C -7.1816 2.7556 -1.3932 0.235 0.097 -0.202
C -7.1912 3.1773 1.2784 0.177 0.052 0.077
H -6.7356 -2.2653 1.2886 -0.018 0.025 -0.254
H -6.2401 -3.1389 -0.1802 -0.214 0.163 0.077
H -7.8920 -2.4428 -0.0701 0.164 -0.200 0.221
H -7.8534 -0.9072 -2.2957 0.201 0.103 -0.325
H -6.2433 -1.5024 -2.8106 -0.147 0.120 0.185
H -6.5423 0.2380 -2.7352 -0.040 -0.236 0.271
H -8.2615 3.0236 1.0834 0.235 0.107 0.126
H -6.9401 4.2419 1.1875 -0.159 -0.204 0.123
H -6.9482 2.8380 2.2909 -0.087 0.166 -0.091
H -6.8965 0.3765 1.4638 -0.047 0.002 -0.379
H -8.0746 0.6325 0.1210 0.216 0.159 0.373
H -7.0696 3.8400 -1.5050 -0.056 -0.151 -0.024
H -8.2409 2.5197 -1.2384 0.156 0.044 -0.068
H -6.8307 2.2932 -2.3178 -0.078 0.078 0.047
C 7.0586 0.5558 2.7876 0.069 0.249 0.227
C 6.4537 0.3090 1.4343 -0.228 -0.195 -0.209
C 6.3827 1.3505 0.5146 0.092 0.226 -0.172
C 5.8681 1.1500 -0.7674 0.180 -0.026 0.083
C 5.4673 -0.1189 -1.1451 0.066 -0.214 0.256
C 5.4301 -1.1566 -0.1949 0.125 0.715 0.506
N 4.7286 -2.3012 -0.5613 -0.699 -0.409 -0.549
C 4.7707 -3.5981 0.0198 0.161 -0.692 -0.040
C 5.9094 -4.4010 -0.0556 -0.054 0.078 0.030
C 5.8598 -5.7115 0.4157 -0.191 0.052 -0.104
C 4.6584 -6.2332 0.9108 0.166 -0.069 0.166
C 3.5255 -5.4304 1.0318 -0.015 0.415 -0.203
C 3.5910 -4.1068 0.5923 0.676 0.036 -0.261
C 2.5203 -3.0859 0.7172 -1.563 1.347 -0.209
O 1.5656 -2.9279 -0.1440 0.985 -0.490 1.265
O 2.5894 -2.1897 1.6653 -0.426 -1.263 -0.796
C 5.8930 -0.9446 1.1255 -0.102 0.487 -0.818
C 5.6781 -1.9583 2.1956 0.092 -0.518 0.701
H 6.3079 0.4806 3.5853 0.178 0.018 -0.100
H 7.8592 -0.1601 3.0122 -0.190 0.123 -0.039
H 7.4860 1.5621 2.8303 -0.052 -0.171 0.012
H 6.7475 2.3346 0.8118 -0.078 -0.225 -0.151
H 5.7914 1.9768 -1.4717 0.146 -0.184 0.138
H 5.1392 -0.3371 -2.1635 0.117 0.165 0.232
H 4.4137 -2.3250 -1.5314 0.290 0.083 0.419
H 6.8284 -3.9733 -0.4777 -0.421 -0.252 0.172
H 6.7573 -6.3326 0.3674 -0.369 0.145 0.014
H 4.6196 -7.2772 1.2253 -0.015 0.339 -0.034
H 2.5917 -5.7929 1.4557 0.262 -0.128 -0.069
H 4.6051 -2.1858 2.3206 0.615 0.034 -0.088
H 6.2068 -2.8969 1.9815 -0.163 0.232 0.259
H 6.0332 -1.5880 3.1641 -0.039 -0.163 -0.303


no.,F_max (eV/A)
1,7.0
2,2.1